Record 1
Density functional theory data (wB97M-V/def2-TZVPD) for C51H52OP3PtS as an isolated structure in a non-equilibrium geometry.

```
109
Properties=species:S:1:pos:R:3:forces:R:3:lowdin_charge:R:1
H 2.946 1.401 -1.870 -0.0364 0.2431 -0.2478 0.070
C 0.108 3.573 1.718 -0.0129 -0.1965 0.1024 -0.085
H 4.490 -4.463 0.667 -0.0037 -0.0025 -0.0165 0.114
C -0.080 1.297 4.754 -0.0240 -0.0800 0.0231 -0.003
H 5.948 -3.088 2.120 -0.0024 -0.0222 0.0101 0.110
H -2.290 -1.239 1.632 -0.0468 0.1166 0.0224 0.036
C 3.235 2.558 -5.029 -0.0482 0.0106 -0.0210 -0.064
C -0.087 1.784 3.452 0.1103 0.1239 -0.2226 -0.086
H -1.748 -6.536 3.313 0.0085 -0.0219 -0.0131 0.112
C -4.380 -1.738 1.381 0.0179 0.0442 -0.0042 -0.116
H -2.077 3.400 4.361 -0.0217 -0.0006 0.0187 0.093
H 0.817 6.163 -0.366 -0.0081 -0.0029 -0.0114 0.115
H -3.763 -3.828 -0.365 -0.0311 -0.0195 -0.0307 0.045
H -0.190 1.979 5.585 0.0178 0.0523 -0.0160 0.117
H 0.498 -5.795 4.059 -0.0314 -0.0173 0.0191 0.113
C 0.316 2.828 -0.592 0.0027 -0.6052 0.3957 -0.254
C 1.894 2.752 -5.318 0.0153 0.0101 -0.0331 -0.065
C 3.603 -0.639 -1.237 0.0658 -0.4833 0.0895 -0.190
C 4.098 -3.577 1.147 0.0158 0.0333 -0.0552 -0.056
C 0.025 0.861 2.417 0.0378 -0.1950 0.4196 -0.190
H 1.482 -3.751 3.187 0.0082 0.0207 0.0060 0.110
H -1.375 -3.072 -1.091 -0.0175 0.0314 -0.1817 0.028
C 3.091 -1.293 2.371 -0.1122 0.0596 -0.0940 -0.076
C -2.161 3.173 -2.419 0.0789 -0.0373 -0.0657 -0.081
H -2.379 2.997 2.667 -0.0113 0.0127 -0.0248 0.093
H 0.387 5.180 3.960 0.0161 0.0179 0.0177 0.080
H 0.051 -0.409 6.043 -0.0403 0.0160 0.0116 0.115
C 0.498 -4.042 2.847 -0.0860 -0.0259 -0.0143 -0.097
H -1.355 0.212 -3.850 -0.0197 -0.0158 -0.0428 0.112
H -3.763 4.446 -3.048 -0.0186 -0.0067 0.0132 0.112
H 2.140 -3.811 0.313 0.0337 0.0046 -0.0402 0.110
H -4.196 -2.808 1.460 0.0030 0.0047 -0.0045 0.051
H 2.882 -0.011 -0.730 0.0463 -0.2151 0.2057 0.058
C 2.269 -2.063 1.557 0.0458 0.1349 -0.2457 -0.380
H 0.284 -2.007 4.194 0.0091 -0.0479 0.0214 0.102
C 0.612 5.147 -0.059 -0.0542 0.0756 -0.0014 -0.047
H 3.987 2.794 -5.771 0.0188 -0.0153 -0.0015 0.110
C -3.643 2.677 -4.251 -0.0410 0.0344 -0.0065 -0.066
C -3.429 -3.686 -1.391 0.0098 0.0650 -0.0527 -0.119
C 4.057 -2.497 -2.698 -0.1325 0.0640 0.0599 -0.124
C 0.576 4.132 -0.997 0.0331 -0.0758 -0.0171 -0.075
H 0.282 3.917 5.161 0.0040 0.0341 0.0228 0.078
C 0.562 4.120 4.130 -0.0257 -0.1234 -0.0593 -0.022
H -4.794 -1.281 -1.501 0.1174 -0.0910 0.0079 0.073
C 0.179 -0.955 3.981 -0.0440 0.0860 -0.0741 -0.061
O -0.020 1.240 1.102 -0.1473 0.0749 0.0970 -0.064
H 2.705 -0.400 2.845 0.0418 -0.0158 0.0495 0.106
C -1.896 1.137 -3.677 0.0003 -0.0306 0.0628 -0.147
H 6.936 -1.086 -1.616 -0.0024 0.0214 -0.0169 0.102
C 0.132 2.559 0.767 0.1218 0.3333 -0.1582 -0.180
H -3.296 0.824 -5.274 0.0416 -0.0252 -0.0014 0.115
H 3.692 -3.306 -3.317 0.0561 -0.0189 -0.0497 0.100
P 0.081 1.510 -1.825 -0.0718 -0.4817 -1.1297 0.968
C 1.291 1.955 -3.124 0.0950 -0.1943 0.0426 -0.336
H 1.594 3.143 -6.281 0.0033 -0.0019 -0.0072 0.109
H -3.961 1.651 -1.165 -0.0142 0.0579 0.0153 0.054
C 0.184 -0.508 2.665 -0.2680 0.2184 -0.5070 -0.268
C 4.963 -0.430 -1.085 0.0281 -0.0192 0.0402 -0.090
C -4.078 -0.467 -1.624 0.3522 0.4310 -0.1245 -0.371
C -0.194 -3.265 1.914 -0.0932 0.0457 -0.0660 -0.324
C 0.349 4.869 1.274 0.0400 -0.0067 -0.1118 0.001
C -3.240 3.516 -3.225 -0.0417 0.0190 0.0263 -0.068
H -4.713 -1.393 2.360 -0.0291 -0.0346 0.0100 0.083
C 0.923 2.449 -4.375 -0.0092 0.0284 0.1106 -0.073
H 5.315 0.372 -0.449 0.0065 0.0234 0.0335 0.110
C 3.135 -1.682 -2.037 0.1341 0.1932 0.1002 -0.680
C -0.061 -5.209 3.341 0.0642 -0.0218 0.0566 -0.056
H -3.295 0.102 1.148 0.1072 0.0206 0.0366 0.072
H 0.332 5.693 1.973 0.0178 -0.0317 0.0611 0.117
C -4.689 0.843 -1.135 -0.0018 -0.0722 -0.0245 -0.126
H 1.625 3.912 4.011 0.0201 0.0353 0.0160 0.106
H 4.655 1.914 -3.557 0.0031 -0.0274 0.0441 0.112
C -1.999 -4.877 1.977 -0.0353 -0.0201 -0.0201 -0.060
H -2.969 -5.200 1.622 -0.0061 -0.0200 -0.0015 0.107
C -0.270 3.268 3.161 -0.1455 0.1001 0.0205 -0.423
C -1.313 -5.628 2.917 -0.0065 0.0293 0.0005 -0.060
H 6.124 -2.892 -3.087 -0.0167 -0.0523 0.0203 0.105
H -4.287 -3.400 -1.997 -0.0556 -0.0276 0.0445 0.072
C -1.438 -3.711 1.478 0.0678 0.0638 0.0081 -0.105
C 4.915 -2.805 1.964 0.0406 0.0037 0.0365 -0.065
P -2.521 -0.970 -0.769 0.3294 -0.3422 0.6364 0.908
C 4.410 -1.673 2.580 0.0775 0.0738 0.0025 -0.067
C -2.301 -2.661 -1.498 -0.0472 0.0482 0.0272 -0.425
Pt 0.007 -0.648 -0.836 -0.3423 0.4888 0.1130 0.412
C 5.874 -1.246 -1.740 0.1484 0.0917 0.0330 -0.096
H 5.040 -1.078 3.228 0.0183 0.0089 -0.0241 0.109
H -3.842 -0.388 -2.685 -0.0481 -0.0809 -0.0287 0.063
C 2.781 -3.208 0.945 -0.0189 0.0697 -0.1485 -0.116
H -5.201 -1.583 0.682 -0.0210 -0.0135 -0.0136 0.068
C 0.044 -0.054 5.022 0.0422 -0.0497 0.0527 -0.044
C -3.123 -0.967 0.984 0.0091 -0.0485 -0.1523 -0.395
H -2.092 -2.453 -2.553 0.0361 0.0180 0.0197 0.080
H -1.863 3.835 -1.619 0.0229 0.0257 -0.0063 0.103
H -5.526 1.115 -1.777 0.0084 0.0551 -0.0003 0.083
C -1.472 1.988 -2.654 -0.0569 -0.1199 0.0418 -0.386
P 0.507 -1.681 1.289 0.2583 -0.8280 -0.2369 0.997
C -2.974 1.480 -4.475 -0.0234 0.0208 0.0043 -0.075
S 1.428 -2.007 -2.276 -0.5127 0.9317 0.8522 0.567
H -1.948 4.656 3.120 -0.0138 0.0118 -0.0197 0.094
H -1.971 -3.146 0.732 0.0111 -0.1172 0.2206 0.027
C 3.608 2.068 -3.786 0.0773 0.0160 0.0028 -0.052
H -5.076 0.754 -0.120 0.0203 0.0143 0.0270 0.065
H -4.481 2.955 -4.876 -0.0083 -0.0046 -0.0149 0.111
H -3.070 -4.647 -1.759 -0.0372 -0.0209 -0.0241 0.085
C -1.765 3.602 3.336 0.0504 0.0127 0.0585 0.000
H 0.737 4.341 -2.047 0.0425 0.0145 -0.0017 0.121
C 2.644 1.772 -2.840 -0.1219 0.1798 0.0751 -0.090
H -0.115 2.616 -4.618 -0.0243 0.0018 -0.0405 0.097
C 5.416 -2.269 -2.555 -0.0196 -0.0498 -0.0383 -0.086
```
Forces are in eV/Å.

Largest force on an atom (eV/Å): 1.36
2S+1: 1
E_tot (eV): -97724.344
Molecular weight (g mol⁻¹): 1001.0
Net charge: +1
Kohn-Sham gap (hartree): 0.212
Energy above the lowest of the compared OMol25 structures with the same formula, charge and spin (kJ/mol): 0.00

Record 2
Density functional theory data (wB97M-V/def2-TZVPD) for C51H53N6O5Se2TcTe as an isolated structure.

```
119
Properties=species:S:1:pos:R:3:forces:R:3:lowdin_spin:R:1
Te -3.283 -0.801 -2.857 -0.2868 -0.1819 -0.1323 0.000
H -0.764 -3.306 -3.605 -0.0571 0.1450 0.0104 0.000
H -4.447 -4.383 -1.001 -0.0348 0.0643 -0.0172 0.000
O 0.211 -0.878 1.833 -0.2478 0.6547 -0.3042 0.099
C -7.183 -2.143 -4.214 -0.0481 0.0174 -0.0282 0.000
O -0.232 1.711 7.190 -0.0032 -0.0511 0.1700 0.000
H -5.661 0.700 -4.357 0.0101 0.0010 0.0077 0.000
H 4.051 0.384 2.195 0.0308 -0.1185 0.0120 0.000
C 0.927 1.375 -3.133 -0.0630 0.0130 -0.0793 0.001
O 1.745 1.916 -2.428 0.1461 0.0530 0.0046 0.001
H -0.788 0.482 -7.376 0.0346 0.0223 0.0181 0.000
C -0.398 -0.100 4.004 0.1596 -0.0698 -0.0950 -0.001
C -3.703 0.770 -1.503 0.1578 0.1946 -0.0220 0.000
C -0.297 0.971 8.421 -0.0066 -0.2277 -0.5238 0.000
H -0.554 -2.585 6.346 0.0152 0.1242 -0.0630 0.000
C -0.010 0.935 -6.774 0.0076 0.0357 -0.0248 0.000
C -4.071 2.728 0.440 -0.0025 -0.0055 -0.0167 0.000
C -4.075 0.416 -0.200 0.0456 0.1343 -0.0073 0.000
C -0.898 -4.023 -1.589 -0.1301 -0.0566 -0.3339 0.001
H 1.758 -3.005 2.853 0.0228 0.0116 0.0384 0.000
H -2.050 2.740 -3.339 -0.0671 -0.0167 -0.0038 0.000
O -0.731 1.161 2.028 0.0135 -0.1534 -0.0474 0.014
H 2.023 -3.931 0.049 -0.0531 -0.0463 0.0009 0.000
H 0.932 4.381 0.462 0.0252 0.0077 -0.0160 0.000
H 0.617 -1.045 -3.719 -0.0100 -0.0055 -0.0064 0.000
N 1.782 1.337 0.631 0.3643 0.3952 0.2160 0.010
C -1.291 -5.229 0.842 0.0255 0.0646 0.0085 0.001
H 2.477 -1.495 3.446 0.0171 0.0072 -0.0320 0.000
H -6.903 -4.375 -1.702 0.0354 0.0716 -0.0861 0.000
H 3.514 -2.936 3.219 0.0255 -0.0336 0.0725 0.000
H 3.839 -4.467 -1.598 -0.0055 -0.0798 -0.0692 0.000
Tc 1.081 -0.547 0.123 0.0660 -0.1246 0.5449 1.764
H -9.652 -3.413 -3.399 0.0543 -0.0192 -0.0071 0.000
C -1.677 -5.869 -0.347 -0.0044 -0.0067 0.0282 0.000
Se 3.105 -2.115 -2.159 0.1198 -0.1729 -0.1844 0.007
H 0.591 1.161 9.011 0.2049 0.0072 0.0567 0.000
C -0.477 -1.593 5.915 -0.0445 -0.2137 -0.1306 0.000
H -3.602 3.552 -3.457 0.0298 -0.0364 0.0403 0.000
C -4.268 1.391 0.767 0.0135 -0.0073 -0.0187 0.000
C -3.705 3.079 -0.850 -0.0178 -0.0178 -0.0598 0.000
C 2.036 2.204 -6.610 -0.0113 0.0136 -0.0368 0.000
H -4.568 1.108 1.769 0.0256 0.0248 -0.0561 0.000
H -7.861 -1.862 -5.016 0.0591 -0.0350 0.0717 0.000
C -0.086 0.875 -5.391 -0.1405 -0.0116 -0.0237 0.000
H 5.417 1.949 3.510 -0.0478 0.0154 -0.0379 0.000
C 3.296 4.227 2.162 -0.0535 0.1420 -0.0477 0.000
C 4.334 3.702 2.905 0.0712 0.0124 0.0394 0.003
C -0.318 0.800 6.183 0.0223 0.3531 0.0725 0.000
N 1.399 3.506 0.634 0.2416 0.4097 0.2504 0.012
H -3.677 -2.805 -0.881 0.1515 0.0785 -0.0010 0.000
C -6.024 -1.404 -4.033 0.0473 -0.0112 0.1400 0.000
C 3.860 -3.534 -1.045 0.0002 0.1425 -0.0589 0.000
H 2.852 2.735 -7.086 -0.0531 -0.0599 0.0191 0.000
H 4.426 -1.314 -4.130 -0.0056 0.0309 0.0012 0.000
H -8.856 -4.299 -4.693 0.0143 0.0128 0.0465 0.000
C -0.388 -0.478 6.709 -0.0054 -0.2081 0.2903 0.002
H -2.139 -6.847 -0.293 0.0243 0.0603 0.0005 0.000
C -6.649 -3.549 -2.365 0.0133 -0.0621 0.0827 0.000
C 0.996 2.322 0.197 0.2522 -0.5030 0.1613 0.023
H -6.628 -0.076 -5.611 0.0415 -0.0273 0.0596 0.000
H -0.406 -3.454 1.729 -0.0474 -0.0750 -0.0563 0.000
C 0.916 1.462 -4.612 0.0303 -0.0062 0.1576 0.000
C -0.054 -2.037 -2.083 -0.2732 0.3749 0.4448 0.009
C -0.696 -3.979 0.825 0.0265 -0.0179 0.0240 0.001
C -5.462 -2.851 -2.131 0.0188 0.0903 -0.0938 0.000
C -0.269 2.091 -0.550 -0.0070 -0.1620 -0.1925 0.002
H -1.242 0.315 -0.820 0.0537 0.0805 0.0612 0.004
N 0.402 -0.903 -2.740 -0.5086 0.0730 -0.1023 0.006
H -4.888 -0.343 -5.546 0.0629 -0.0115 -0.0169 0.000
H -0.952 0.397 -4.941 0.0858 -0.0100 -0.0267 0.000
H -4.221 -0.627 0.055 0.0167 0.0441 -0.0335 0.000
H -1.079 2.203 0.163 -0.1459 0.0346 -0.0164 0.000
C 1.053 1.591 -7.382 0.0167 -0.0032 0.0120 0.000
H -1.195 1.241 8.966 -0.2035 0.0175 0.0324 0.000
Se 3.055 -1.848 1.033 0.2963 0.0050 0.3635 -0.010
H -1.474 -5.724 1.789 0.0328 0.0429 -0.0827 0.000
H -3.578 4.128 -1.104 -0.0254 -0.0868 0.0212 0.000
H 4.889 -3.258 -0.834 0.0957 -0.0218 0.0312 0.000
C -0.469 -1.381 4.532 0.0168 -0.1749 0.1215 0.002
H 1.113 1.628 -8.464 -0.0085 0.0311 0.0731 0.000
H 5.280 -2.623 -3.294 -0.0169 -0.0051 -0.0226 0.000
H 4.961 4.366 3.487 -0.0429 -0.0557 -0.0438 0.000
O -0.349 -0.424 8.061 -0.0086 0.1689 0.0939 0.001
H -3.438 1.884 -4.010 -0.0131 -0.0395 -0.0250 0.000
C -0.328 1.030 4.839 -0.1116 0.1597 -0.2240 0.000
C 3.050 -3.622 0.224 -0.0666 0.0593 0.1418 -0.005
C 3.823 1.436 2.188 0.0016 0.0512 -0.0155 0.003
H -0.411 2.809 -1.352 0.0512 0.0289 -0.1212 0.000
C -5.148 -1.783 -2.988 -0.1305 -0.0747 0.0199 0.000
C -3.517 2.118 -1.852 -0.0175 -0.0018 0.0297 0.000
H -0.290 2.031 4.423 0.0148 -0.1233 0.0521 0.000
H 3.501 -4.287 0.956 0.0686 -0.0965 0.0019 0.000
H 5.316 -0.966 -2.624 0.0470 -0.0013 0.0036 0.000
H -1.086 0.626 -2.937 -0.4216 0.0311 -0.3950 0.000
C 2.769 1.954 1.443 -0.3974 -0.2635 -0.3115 0.000
C -4.635 -3.308 -0.947 -0.1783 -0.0208 -0.1242 0.000
C -0.123 0.462 -2.486 0.2266 -0.3683 0.3065 0.004
H -5.181 -3.126 -0.017 0.0141 0.0062 -0.0526 0.000
C 2.653 -2.389 2.852 -0.1841 0.0116 -0.0613 0.008
C -8.772 -4.013 -3.643 0.0687 0.0840 0.0216 0.000
H 2.732 2.597 -4.613 -0.0353 -0.0243 -0.0299 0.000
C -3.134 2.591 -3.241 -0.0130 -0.0022 0.2105 0.000
C -5.783 -0.217 -4.938 -0.0397 -0.1275 0.1256 0.000
H -4.219 3.498 1.187 0.0059 -0.0492 -0.0462 0.000
H 3.096 5.293 2.141 0.0080 -0.1226 0.0170 0.000
N -0.307 0.677 -1.031 0.2736 -0.0358 0.1586 0.010
H -1.806 -5.773 -2.498 0.0272 0.0783 0.1180 0.000
H -0.548 -2.230 3.863 0.0485 0.0758 0.0629 0.000
C -1.494 -5.278 -1.584 0.0105 -0.0908 -0.1348 0.001
C -0.346 0.135 2.544 0.0356 -0.2289 0.0865 0.015
C 1.970 2.136 -5.230 0.1180 0.0074 -0.0221 0.000
C -7.507 -3.228 -3.401 -0.1132 -0.0593 -0.0323 0.000
C 4.722 -1.700 -3.159 0.0121 0.1169 0.0592 0.002
C 4.592 2.324 2.918 -0.0110 -0.0117 -0.0177 0.000
C 2.527 3.321 1.446 -0.2346 0.1882 -0.1431 0.003
N 0.066 -2.157 -0.772 -0.0713 -0.2245 -0.0854 0.003
C -0.496 -3.394 -0.422 0.1966 0.5248 0.0337 0.001
H -8.802 -4.918 -3.037 0.0124 0.0483 -0.0242 0.000
N -0.616 -3.126 -2.625 0.1426 -0.5955 -0.2249 0.005
```
Forces are in eV/Å.

Largest force on an atom (eV/Å): 0.76
2S+1: 3
E_tot (eV): -213099.205
⟨S²⟩: 2.011
Molecular weight (g mol⁻¹): 1213.5
Net charge: +2
Kohn-Sham gap (alpha / beta) (hartree): 0.250 / 0.240
Energy above the lowest of the compared OMol25 structures with the same formula, charge and spin (kJ/mol): 0.00